No. 1
This record from the OMol25 dataset describes a cluster of 9 separate species, C72H89N10O4 in total in a non-equilibrium geometry. The level of theory is the ωB97M-V functional and the def2-TZVPD basis.

E, Ha: -3644.6925
HOMO level, eV: -10.046
LUMO energy, eV: -4.45
Frontier orbital gap, eV: 5.592
Net charge: +1

Atoms and positions in Å:
C: -1.964 3.273 -0.724
C: -0.664 2.843 -0.368
C: -0.017 1.492 -0.960
O: 1.124 1.628 -1.512
O: -0.655 0.206 -0.891
C: 0.208 -0.808 -0.283
C: 0.325 -0.689 1.336
C: -1.048 -1.125 2.099
C: -2.039 0.146 2.154
C: -3.600 -0.225 2.009
C: -4.308 0.385 0.699
C: -4.904 -0.711 -0.303
C: -4.354 -2.187 -0.363
N: -4.955 -3.077 -1.308
N: -5.912 -2.874 -2.204
C: -6.489 -1.589 -2.243
C: -7.651 -1.323 -3.328
C: -6.084 -0.378 -1.299
C: -6.812 1.047 -1.365
C: -5.975 1.973 -2.377
O: -6.802 2.573 -3.428
C: -5.863 2.627 -4.572
C: -6.348 3.610 -5.736
O: -5.568 3.543 -6.957
C: -4.318 2.877 -6.763
C: -3.137 3.651 -6.127
C: -1.818 2.857 -5.892
C: -1.673 1.328 -6.253
C: -0.248 0.659 -5.900
C: 0.803 1.448 -6.885
C: 0.116 1.175 -4.427
C: -0.099 -0.882 -6.218
C: 0.256 -1.893 -5.034
C: -0.766 -1.923 -3.796
C: 1.829 -1.866 -4.580
C: 0.104 -3.383 -5.714
C: -2.885 0.646 -6.901
C: -4.254 1.375 -7.173
H: -2.579 2.709 -1.506
H: -2.442 4.211 -0.258
H: -0.076 3.469 0.396
H: -0.222 -1.857 -0.502
H: 1.268 -0.823 -0.747
H: 0.636 0.378 1.658
H: 1.213 -1.362 1.645
H: -1.524 -2.063 1.626
H: -0.698 -1.463 3.148
H: -1.674 0.920 1.389
H: -1.890 0.642 3.188
H: -3.753 -1.357 2.146
H: -4.127 0.264 2.914
H: -3.472 0.929 0.107
H: -5.063 1.216 0.963
H: -3.520 -2.528 0.345
H: -4.571 -4.045 -1.281
H: -8.700 -1.342 -2.887
H: -7.377 -0.319 -3.827
H: -7.486 -2.123 -4.146
H: -6.758 1.541 -0.332
H: -7.878 0.891 -1.737
H: -5.379 2.817 -1.870
H: -5.170 1.288 -2.857
H: -5.762 1.524 -4.912
H: -4.871 3.006 -4.113
H: -6.242 4.696 -5.343
H: -7.475 3.497 -5.971
H: -3.301 4.742 -5.857
H: -0.955 3.455 -5.429
H: 0.771 2.587 -6.703
H: 0.511 1.207 -7.960
H: 1.867 1.122 -6.601
H: 0.759 0.488 -3.793
H: -0.887 1.293 -3.857
H: 0.568 2.239 -4.434
H: 0.750 -1.005 -7.000
H: -1.021 -1.336 -6.753
H: -0.444 -1.166 -2.980
H: -1.859 -1.738 -4.066
H: -0.653 -2.968 -3.309
H: 2.404 -1.314 -5.402
H: 1.865 -1.342 -3.565
H: 2.162 -2.953 -4.423
H: -0.003 -4.208 -4.935
H: 1.077 -3.553 -6.286
H: -0.772 -3.441 -6.445
H: -2.841 -0.447 -7.201
H: -5.130 0.799 -7.628
N: 3.841 1.793 3.377
C: 3.167 1.863 2.219
C: 3.601 1.290 1.035
C: 4.810 0.608 1.044
C: 5.531 0.521 2.226
C: 5.006 1.125 3.358
H: 2.230 2.410 2.261
H: 3.010 1.375 0.132
H: 5.187 0.147 0.137
H: 6.475 -0.002 2.267
H: 5.530 1.082 4.308
N: -9.581 1.141 -6.059
C: -9.760 1.575 -4.800
C: -10.985 1.572 -4.151
C: -12.092 1.097 -4.841
C: -11.935 0.645 -6.143
C: -10.668 0.685 -6.702
H: -8.866 1.939 -4.305
H: -11.071 1.932 -3.134
H: -13.068 1.080 -4.367
H: -12.777 0.268 -6.710
H: -10.493 0.339 -7.716
N: 6.968 -1.851 1.036
C: 6.890 -2.426 -0.175
C: 7.239 -3.742 -0.428
C: 7.700 -4.514 0.629
C: 7.793 -3.945 1.891
C: 7.416 -2.621 2.041
H: 6.527 -1.781 -0.970
H: 7.153 -4.154 -1.426
H: 7.984 -5.548 0.470
H: 8.149 -4.518 2.738
H: 7.467 -2.132 3.010
N: 2.859 1.571 9.126
C: 3.144 2.795 8.650
C: 3.244 3.094 7.300
C: 3.043 2.070 6.385
C: 2.750 0.795 6.849
C: 2.668 0.599 8.218
H: 3.295 3.561 9.405
H: 3.474 4.101 6.973
H: 3.115 2.263 5.319
H: 2.589 -0.027 6.163
H: 2.438 -0.378 8.630
N: 3.713 -5.245 -4.411
C: 4.772 -4.807 -3.711
C: 6.087 -4.985 -4.111
C: 6.326 -5.657 -5.301
C: 5.250 -6.122 -6.042
C: 3.973 -5.891 -5.559
H: 4.535 -4.290 -2.787
H: 6.903 -4.608 -3.508
H: 7.342 -5.818 -5.646
H: 5.400 -6.652 -6.975
H: 3.099 -6.232 -6.105
N: 3.920 -2.467 6.905
C: 4.388 -2.789 8.122
C: 4.546 -4.091 8.568
C: 4.197 -5.125 7.712
C: 3.709 -4.822 6.449
C: 3.591 -3.488 6.096
H: 4.643 -1.946 8.756
H: 4.931 -4.291 9.560
H: 4.305 -6.158 8.026
H: 3.427 -5.604 5.756
H: 3.218 -3.200 5.117
N: -1.580 5.104 4.977
C: -0.738 4.058 4.962
C: -0.250 3.443 6.104
C: -0.649 3.937 7.337
C: -1.517 5.019 7.382
C: -1.952 5.561 6.183
H: -0.452 3.709 3.974
H: 0.426 2.600 6.031
H: -0.288 3.483 8.254
H: -1.849 5.431 8.327
H: -2.634 6.405 6.167
N: 8.008 1.046 10.098
C: 9.024 1.759 9.586
C: 8.864 2.766 8.648
C: 7.580 3.055 8.208
C: 6.512 2.332 8.719
C: 6.776 1.347 9.656
H: 10.008 1.494 9.959
H: 9.721 3.311 8.272
H: 7.414 3.836 7.473
H: 5.497 2.530 8.398
H: 5.974 0.757 10.088

No. 2
This record from the OMol25 dataset describes a structure of composition C73H149F6N12O16S2 in a non-equilibrium geometry. The level of theory is the ωB97M-V functional and the def2-TZVPD basis.

E, Ha: -6126.5629
2S+1: 9
Expectation value of S²: 20.0419
HOMO level (spin up / spin down), eV: -0.965 / -5.968
LUMO energy (spin up / spin down), eV: 1.94 / 1.31
Frontier orbital gap (spin up / spin down), eV: 2.907 / 7.277
Net charge: -1

Atoms and positions in Å:
O: -1.855 2.021 -2.039
H: -2.780 1.781 -1.944
H: -1.575 2.013 -2.957
H: -1.311 1.393 -1.559
C: -0.641 2.185 1.518
F: -0.001 2.633 2.591
F: -1.578 1.271 1.967
F: -1.310 3.216 0.934
S: 0.637 1.383 0.371
O: 1.174 2.537 -0.353
O: 1.591 0.595 1.156
N: -0.479 0.346 -0.682
S: 0.419 -0.942 -0.942
O: 1.743 -0.667 -1.484
O: 0.285 -2.027 0.087
C: -0.430 -1.775 -2.479
F: -0.718 -0.897 -3.482
F: 0.386 -2.712 -2.964
F: -1.450 -2.426 -2.036
C: -7.485 -3.626 -4.612
C: -7.104 -2.336 -5.340
C: -7.969 -1.224 -4.663
C: -7.581 0.181 -5.064
C: -6.112 0.433 -4.687
C: -5.149 -0.641 -5.304
N: -5.649 -2.013 -5.126
O: -4.701 -3.143 -5.397
C: -4.775 -0.240 -6.754
C: -3.885 -0.445 -4.427
C: -7.629 -2.319 -6.879
H: -6.875 -4.426 -5.031
H: -8.534 -3.768 -4.352
H: -7.114 -3.688 -3.588
H: -9.049 -1.364 -4.680
H: -7.705 -1.249 -3.606
H: -8.060 0.721 -4.248
H: -7.978 0.371 -6.061
H: -6.052 0.632 -3.617
H: -5.912 1.390 -5.168
H: -5.503 -0.584 -7.488
H: -4.570 0.830 -6.787
H: -3.814 -0.717 -6.946
H: -3.688 0.581 -4.117
H: -4.181 -0.907 -3.484
H: -2.986 -0.949 -4.781
H: -7.257 -1.454 -7.429
H: -8.712 -2.408 -6.964
H: -7.309 -3.273 -7.300
C: 1.354 -5.552 -0.782
C: 1.218 -6.441 -2.075
C: 2.132 -5.662 -3.156
C: 2.744 -6.542 -4.191
C: 3.357 -7.822 -3.544
C: 2.320 -8.675 -2.714
N: 1.655 -7.806 -1.707
O: 0.883 -8.533 -0.750
C: 1.264 -9.255 -3.712
C: 3.292 -9.735 -2.075
C: -0.266 -6.415 -2.574
H: 2.393 -5.318 -0.550
H: 0.949 -6.195 0.000
H: 0.943 -4.567 -1.001
H: 1.488 -4.975 -3.705
H: 2.926 -5.089 -2.677
H: 3.410 -5.950 -4.819
H: 1.906 -6.791 -4.843
H: 4.288 -7.661 -3.000
H: 3.706 -8.519 -4.306
H: 1.832 -9.991 -4.281
H: 0.466 -9.757 -3.165
H: 0.888 -8.494 -4.396
H: 4.028 -9.307 -1.394
H: 2.791 -10.519 -1.508
H: 3.730 -10.152 -2.981
H: -0.811 -7.358 -2.536
H: -0.217 -6.210 -3.643
H: -0.874 -5.653 -2.085
C: 5.072 5.590 4.070
C: 4.171 4.962 5.134
C: 4.186 5.981 6.381
C: 3.376 7.196 6.132
C: 1.899 6.730 6.053
C: 1.696 5.673 4.867
N: 2.779 4.749 4.634
O: 2.654 3.794 3.556
C: 0.366 4.888 5.219
C: 1.378 6.637 3.668
C: 4.909 3.710 5.706
H: 5.958 6.160 4.348
H: 4.460 6.305 3.520
H: 5.221 4.810 3.323
H: 4.141 5.506 7.361
H: 5.228 6.297 6.432
H: 3.667 7.756 5.243
H: 3.481 7.913 6.947
H: 1.309 7.633 5.894
H: 1.413 6.317 6.937
H: 0.600 4.162 5.998
H: -0.499 5.506 5.457
H: 0.074 4.372 4.305
H: 0.496 7.198 3.975
H: 2.219 7.241 3.328
H: 1.041 6.216 2.720
H: 5.218 3.037 4.906
H: 4.390 3.071 6.421
H: 5.783 3.986 6.296
C: 5.689 -3.447 -3.308
C: 5.566 -2.417 -2.123
C: 6.749 -2.699 -1.168
C: 7.033 -1.628 -0.128
C: 7.329 -0.361 -0.883
C: 6.206 0.025 -1.865
N: 5.725 -1.077 -2.680
O: 4.679 -0.690 -3.668
C: 5.110 0.656 -0.941
C: 6.786 1.161 -2.706
C: 4.253 -2.696 -1.324
H: 6.146 -2.995 -4.189
H: 4.725 -3.890 -3.559
H: 6.444 -4.234 -3.320
H: 6.648 -3.669 -0.680
H: 7.668 -2.794 -1.745
H: 7.841 -1.966 0.519
H: 6.287 -1.493 0.656
H: 8.278 -0.311 -1.416
H: 7.417 0.289 -0.013
H: 4.728 -0.210 -0.399
H: 5.485 1.457 -0.304
H: 4.240 0.992 -1.505
H: 6.011 1.692 -3.260
H: 7.209 1.966 -2.104
H: 7.560 0.664 -3.291
H: 4.197 -3.727 -0.977
H: 3.442 -2.641 -2.050
H: 3.970 -2.154 -0.421
C: -4.225 1.064 4.717
C: -5.338 0.610 3.759
C: -4.929 -0.833 3.389
C: -5.993 -1.624 2.676
C: -7.188 -1.700 3.625
C: -7.716 -0.389 4.225
N: -6.618 0.543 4.518
O: -7.022 1.839 5.186
C: -8.744 0.124 3.172
C: -8.364 -0.841 5.565
C: -5.340 1.455 2.452
H: -3.989 0.404 5.552
H: -4.349 2.057 5.149
H: -3.315 1.180 4.128
H: -4.058 -0.878 2.735
H: -4.617 -1.306 4.320
H: -5.646 -2.622 2.413
H: -6.252 -1.087 1.763
H: -6.912 -2.467 4.348
H: -7.949 -2.123 2.968
H: -8.273 0.403 2.230
H: -9.551 -0.603 3.087
H: -9.181 1.059 3.524
H: -9.448 -0.930 5.493
H: -8.042 -1.800 5.972
H: -8.301 -0.072 6.334
H: -6.321 1.525 1.982
H: -4.592 1.313 1.673
H: -5.136 2.453 2.840
C: -1.811 -5.671 0.871
C: -1.472 -5.228 2.397
C: -0.175 -5.852 2.742
C: 0.369 -5.402 4.114
C: 0.485 -3.911 4.140
C: -0.765 -3.134 3.863
N: -1.377 -3.748 2.584
O: -2.698 -3.166 2.346
C: -1.635 -3.178 5.141
C: -0.231 -1.743 3.668
C: -2.575 -5.991 3.213
H: -1.710 -4.767 0.272
H: -2.828 -5.992 0.645
H: -1.242 -6.414 0.313
H: -0.266 -6.936 2.673
H: 0.616 -5.636 2.023
H: 1.393 -5.757 4.238
H: -0.251 -5.757 4.937
H: 1.359 -3.618 3.558
H: 0.643 -3.734 5.203
H: -2.197 -4.112 5.116
H: -1.145 -3.003 6.099
H: -2.350 -2.364 5.259
H: -1.132 -1.169 3.452
H: 0.431 -1.318 4.422
H: 0.284 -1.721 2.707
H: -2.436 -5.936 4.293
H: -2.713 -7.026 2.901
H: -3.546 -5.499 3.160
C: 3.855 4.161 -1.408
C: 3.820 5.543 -0.793
C: 5.065 5.599 0.161
C: 5.660 7.013 0.505
C: 5.959 7.615 -0.920
C: 4.737 7.856 -1.838
N: 3.945 6.566 -1.922
O: 2.897 6.499 -2.936
C: 4.029 9.050 -1.097
C: 5.429 8.280 -3.129
C: 2.598 5.784 0.039
H: 3.036 4.056 -2.119
H: 3.636 3.414 -0.646
H: 4.858 3.842 -1.691
H: 4.830 5.284 1.177
H: 5.818 4.905 -0.211
H: 6.607 6.927 1.037
H: 4.871 7.542 1.038
H: 6.724 7.000 -1.393
H: 6.440 8.574 -0.731
H: 3.597 8.652 -0.179
H: 4.615 9.957 -0.952
H: 3.119 9.248 -1.664
H: 5.972 7.571 -3.755
H: 4.559 8.632 -3.683
H: 6.149 9.087 -2.998
H: 1.671 5.609 -0.506
H: 2.499 6.794 0.438
H: 2.558 5.221 0.972
O: -4.250 3.523 -2.356
C: -4.802 4.412 -1.707
N: -5.828 5.068 -2.235
C: -4.367 4.783 -0.359
H: -6.038 4.838 -3.196
H: -6.154 5.966 -1.905
H: -5.063 4.361 0.365
H: -4.449 5.840 -0.106
H: -3.347 4.459 -0.151
O: 5.569 -0.679 3.697
C: 4.413 -0.351 3.436
N: 4.152 0.054 2.220
C: 3.271 -0.332 4.399
H: 4.873 -0.035 1.518
H: 3.215 0.341 1.976
H: 2.566 0.403 4.011
H: 3.753 -0.048 5.334
H: 2.913 -1.354 4.522
O: -4.113 0.505 -1.244
C: -4.009 -0.581 -0.750
N: -2.863 -0.950 -0.092
C: -5.106 -1.590 -0.893
H: -2.748 -1.743 0.524
H: -2.084 -0.314 -0.188
H: -6.107 -1.165 -0.821
H: -5.036 -2.320 -0.087
H: -4.895 -2.039 -1.864
O: -0.599 2.026 -4.530
C: 0.561 1.933 -4.985
N: 0.876 2.295 -6.217
C: 1.739 1.623 -4.104
H: 0.141 2.532 -6.869
H: 1.830 2.179 -6.525
H: 1.828 0.565 -3.857
H: 1.582 2.024 -3.103
H: 2.728 1.970 -4.404